[1]
Here is a cluster of 3 separate species, C3H14NO3 in total from OMol25. Energies are from wB97M-V/def2-TZVPD.

Properties
LUMO level (eV): -3.01
ΔE to the lowest compared entry with this formula, charge and spin (eV): 2.171
Charge: +1
HOMO level (Ha): -0.52297
Energy (Eh): -402.8768

Each line ends with the Löwdin charge.
Element x y z (Å)
C1 -0.36802 1.06194 -0.87609  -0.15
C2 -1.08291 0.00826 -0.14082  -0.45
C3 -2.32575 -0.35409 -1.01519  0.00
O1 -0.09472 -0.95536 -0.16921  -0.13
N1 1.06910 1.21461 -0.34531  0.09
H1 -0.22996 1.03220 -2.00987  0.16
H2 -0.78106 2.09917 -0.80711  0.15
H3 -1.42338 0.27577 0.89235  0.16
H4 -3.16078 -0.12905 -0.35916  0.09
H5 -2.18044 -1.40017 -1.32687  0.10
H6 -2.29014 0.13931 -1.93793  0.06
H7 -0.35047 -1.88275 0.22858  0.16
H8 1.65864 0.28421 -0.41597  0.19
H9 1.15930 1.21536 0.83954  0.16
H10 1.61219 2.04665 -0.71111  0.18
H11 2.18446 1.14452 2.95557  0.12
H12 0.94644 1.84736 2.87838  0.03
O2 1.64853 1.67605 2.31614  0.00
H13 1.09155 -2.88465 -0.65626  0.02
H14 1.46233 -3.72811 0.46140  0.14
O3 1.45509 -2.71124 0.19893  -0.09

=====

[2]
Here is a cluster of 5 separate species, C3H14NO3 in total from OMol25. Energies are from wB97M-V/def2-TZVPD.

Properties
LUMO level (eV): -10.17
ΔE to the lowest compared entry with this formula, charge and spin (eV): 9.422
Charge: +1
HOMO level (Ha): -0.49769
Energy (Eh): -402.6103

Each line ends with the Löwdin charge.
Element x y z (Å)
C1 -0.45386 1.27790 -0.92503  0.22
O1 0.08887 -0.18331 1.62607  -0.10
C2 0.48927 1.18160 -1.92535  -0.02
C3 1.65844 0.26758 -1.80523  -0.05
N1 1.83941 -2.24744 0.89964  0.18
H1 -1.31244 1.99305 -1.06243  0.13
H2 -0.34787 0.66448 -0.02194  0.04
H3 -0.29218 -0.05471 2.48938  0.06
H4 0.39341 1.81941 -2.80909  0.13
H5 1.74035 -0.39550 -2.69954  0.13
H6 2.63563 0.87263 -1.77461  0.15
H7 1.62374 -0.31918 -0.92455  0.03
H8 1.70127 -3.24020 0.97009  0.06
H9 1.13288 -1.67863 1.29833  -0.02
H10 2.69837 -2.02748 1.35348  0.05
H11 2.54632 1.46222 1.77426  0.09
H12 1.22783 0.50911 1.35872  -0.02
O2 2.12673 1.00436 1.00583  -0.05
H13 -6.82749 0.25834 0.84279  0.03
H14 -6.53383 -0.98970 -0.01717  0.05
O3 -6.13484 -0.17452 0.34636  -0.07

=====

[3]
Here is a cluster of 4 separate species, C3H14NO4 in total from OMol25. Energies are from wB97M-V/def2-TZVPD.

Properties
LUMO level (eV): 3.82
ΔE to the lowest compared entry with this formula, charge and spin (eV): 0.561
Charge: -1
HOMO level (Ha): -0.16403
Energy (Eh): -478.4525

Each line ends with the Löwdin charge.
Element x y z (Å)
C1 -0.42796 -1.68711 1.13937  -0.30
C2 -1.47469 -0.66227 0.69686  -0.20
C3 -0.89158 0.74537 0.41156  -0.37
O1 0.35244 0.69974 -0.20722  -0.37
N1 -0.77200 -3.07958 0.86630  -0.03
H1 -0.18524 -1.57142 2.18792  0.11
H2 0.47549 -1.43693 0.60395  0.09
H3 -2.00984 -0.94942 -0.21238  0.10
H4 -2.14448 -0.56941 1.56431  0.09
H5 -0.76870 1.28388 1.36995  0.10
H6 -1.63568 1.20338 -0.21553  0.09
H7 -1.24255 -3.14280 -0.03501  0.05
H8 -1.46450 -3.46321 1.50184  0.04
H9 1.76164 0.10950 -2.57407  0.00
H10 1.06093 -0.67963 -1.44525  -0.01
O2 1.81020 -0.70636 -2.06561  -0.11
H11 1.15951 3.04633 1.02211  0.01
H12 1.49861 1.68873 0.50397  0.01
O3 1.93174 2.58604 0.67603  -0.13
H13 1.52661 2.77399 -1.99353  0.00
H14 0.60631 1.62474 -1.48918  -0.02
O4 0.83373 2.18642 -2.30638  -0.14

=====

[4]
Here is a cluster of 4 separate species, C3H14NO5S in total from OMol25. Energies are from wB97M-V/def2-TZVPD.

Properties
2S+1: 2
LUMO level (alpha / beta) (eV): -7.72 / -12.90
Charge: +2
HOMO level (alpha / beta) (Ha): -0.66707 / -0.66704
Energy (Eh): -951.0728

Each line ends with the Löwdin spin population.
Element x y z (Å)
O1 -0.10276 2.00932 -1.74274  0.00
C1 0.38735 1.62022 -0.71267  0.00
O2 0.41340 2.26147 0.45962  0.00
C2 1.22090 0.23631 -0.89325  0.01
C3 0.83605 -0.90146 -0.12535  0.09
S1 1.58251 -2.62522 -0.27505  0.77
N1 1.28102 -0.14722 -2.41532  0.01
H1 -0.21775 3.14745 0.43607  0.00
H2 2.29752 0.54933 -0.68942  0.00
H3 1.07402 -0.66566 1.04185  0.05
H4 -0.27091 -1.16530 -0.14490  0.00
H5 0.44252 -3.28784 -0.36536  0.03
H6 0.24542 -0.17480 -2.73532  0.00
H7 1.81324 0.57453 -2.78890  0.00
H8 1.59328 -1.09386 -2.43977  0.01
H9 -1.04554 0.90296 2.28432  0.00
H10 -2.32146 1.81830 2.00445  0.00
O3 -1.89501 0.97484 1.74337  0.00
H11 -2.67892 -1.04446 -0.87743  0.00
H12 -2.21185 -0.18160 0.11026  0.00
O4 -1.90399 -0.55598 -0.84843  0.00
H13 -0.13763 -0.18566 3.55506  0.00
H14 -0.51245 -1.39930 2.59818  0.00
O5 0.11103 -0.66639 2.82073  0.01

=====

[5]
Here is a structure of composition C3H14NOReS from OMol25. Energies are from wB97M-V/def2-TZVPD.

Properties
2S+1: 4
LUMO level (alpha / beta) (eV): -3.23 / -3.96
ΔE to the lowest compared entry with this formula, charge and spin (eV): 0.996
Charge: +1
HOMO level (alpha / beta) (Ha): -0.42085 / -0.41892
Energy (Eh): -728.6807

Each line ends with the Löwdin spin population.
Element x y z (Å)
C1 0.21238 1.28104 -2.57393  0.03
Re1 -0.04936 0.37403 -0.39808  2.54
N1 -0.36498 -1.11539 1.45106  0.02
H1 0.68974 -1.08466 -0.60526  0.02
H2 0.41993 -1.28087 2.11038  0.00
H3 -0.39745 0.42195 -2.03172  0.06
H4 0.53900 0.81580 -3.50871  0.00
H5 1.07451 1.78993 -2.16033  0.00
H6 -0.41283 2.19156 -2.78629  0.01
H7 -1.12910 -0.84104 2.09147  0.01
H8 -0.61289 -2.07684 1.19923  0.00
C2 1.79722 3.69311 0.99392  0.03
S1 0.96690 1.98106 0.78567  0.11
C3 1.19288 1.43495 2.50267  0.01
O1 -0.64928 2.17151 0.40892  0.14
H9 2.79801 3.57665 1.36175  0.00
H10 1.19309 4.14812 1.75016  0.00
H11 1.74610 4.27130 0.07102  0.00
H12 1.64906 2.31725 2.93899  0.00
H13 0.24368 1.15286 2.92855  0.00
H14 1.87397 0.60459 2.43726  0.00

=====

[6]
Here is a cluster of 4 separate species, C3H14O3S in total from OMol25. Energies are from wB97M-V/def2-TZVPD.

Properties
LUMO level (eV): 0.50
ΔE to the lowest compared entry with this formula, charge and spin (eV): 1.304
HOMO level (Ha): -0.31284
Energy (Eh): -746.5600

Each line ends with the Löwdin charge.
Element x y z (Å)
C1 -0.85758 -1.77387 1.56442  -0.17
C2 0.22577 -1.65184 0.42537  -0.50
S1 0.17533 0.16735 0.03117  0.75
C3 1.34099 0.32790 -1.38015  -0.38
H1 -1.71842 -1.35115 1.05182  0.05
H2 -1.01064 -2.82133 1.81078  0.06
H3 -0.42717 -1.30115 2.44200  0.06
H4 1.27420 -1.80298 0.68801  0.04
H5 -0.13806 -2.21523 -0.44050  0.07
H6 2.26009 -0.25352 -1.33939  0.03
H7 1.57871 1.38395 -1.34716  0.02
H8 0.67036 -0.01945 -2.14793  0.01
H9 4.25388 -0.02930 1.67674  0.04
H10 3.42685 -1.08859 0.99596  0.03
O1 3.43324 -0.14101 1.19151  -0.06
H11 0.03604 4.05892 -0.96853  0.02
H12 -0.53141 3.05235 0.15035  -0.01
O2 -0.26242 3.94343 -0.07825  -0.05
H13 -3.96193 0.92076 -1.26624  0.02
H14 -5.02106 -0.10277 -1.30900  0.03
O3 -4.74677 0.69753 -1.75097  -0.04

=====

[7]
Here is a cluster of 4 separate species, C3H14O3S2 in total from OMol25. Energies are from wB97M-V/def2-TZVPD.

Properties
LUMO level (eV): 0.18
ΔE to the lowest compared entry with this formula, charge and spin (eV): 2.286
HOMO level (Ha): -0.32929
Energy (Eh): -1144.7113

Each line ends with the Löwdin charge.
Element x y z (Å)
C1 0.55707 -1.14359 -0.11649  -0.36
C2 1.52829 -1.18050 -1.37243  -0.07
C3 -0.22335 -2.41892 0.07777  -0.53
S1 -1.93994 -2.41801 -0.70558  0.34
S2 -3.21603 -1.59716 0.46689  0.29
H1 -0.15193 -0.38531 -0.18220  0.04
H2 0.95796 -0.87276 0.90599  0.09
H3 0.88869 -1.43101 -2.19422  0.06
H4 1.71518 -0.10436 -1.59959  0.07
H5 2.48065 -1.66793 -1.30501  0.06
H6 -0.06315 -2.67245 1.32065  0.16
H7 0.31397 -3.18515 -0.53717  0.06
H8 -3.38336 -0.37635 -0.07724  -0.21
H9 0.44965 3.78968 0.57843  0.08
H10 -0.84576 2.97251 0.87389  0.00
O1 0.06141 2.87506 0.68873  -0.07
H11 -0.89861 2.54514 -1.61424  0.07
H12 -1.83678 1.65989 -0.72985  0.08
O2 -1.72126 2.64732 -1.05203  -0.13
H13 1.73819 0.97029 1.42065  0.03
H14 1.59598 1.38013 2.83086  0.06
O3 1.99313 0.61348 2.32219  -0.11

=====

[8]
Here is a cluster of 6 separate species, C3H14O5 in total from OMol25. Energies are from wB97M-V/def2-TZVPD.

Properties
2S+1: 2
LUMO level (alpha / beta) (eV): 3.55 / 1.98
ΔE to the lowest compared entry with this formula, charge and spin (eV): 1.487
Charge: -1
HOMO level (alpha / beta) (Ha): -0.15201 / -0.15197
Energy (Eh): -498.8318

Each line ends with the Löwdin spin population.
Element x y z (Å)
C1 -1.75157 -0.77797 1.38470  0.47
O1 -1.09164 -0.26278 -1.22567  0.06
C2 -0.69594 -1.65687 1.82051  0.01
C3 0.54493 -1.59384 2.43834  0.35
H1 -1.71971 0.20537 1.82718  0.02
H2 -2.72686 -1.18442 1.11163  0.02
H3 -1.46541 -0.47467 -0.38105  0.02
H4 -0.88517 -2.75478 1.76123  -0.01
H5 1.12182 -2.49910 2.53314  0.02
H6 0.86529 -0.59772 2.68325  0.02
H7 -1.65053 1.94085 -3.08799  0.00
H8 -0.58886 1.46981 -2.00687  0.00
O2 -0.82640 2.19925 -2.66150  0.00
H9 1.99024 -0.57342 -1.11982  0.00
H10 3.04382 1.37813 -1.11602  0.00
O3 2.25141 0.88098 -1.43803  0.00
H11 1.17525 1.98808 -0.44842  0.00
H12 -0.14704 2.85365 -0.22078  0.00
O4 0.47190 2.24066 0.19178  0.00
H13 1.08112 -0.76456 0.05546  0.00
H14 -0.24181 -0.79345 -1.32508  0.00
O5 1.24515 -1.22322 -0.77599  0.01

=====

[9]
Here is a cluster of 5 separate species, C3H14O5 in total from OMol25. Energies are from wB97M-V/def2-TZVPD.

Properties
2S+1: 2
LUMO level (alpha / beta) (eV): -6.25 / -10.33
ΔE to the lowest compared entry with this formula, charge and spin (eV): 3.598
Charge: +1
HOMO level (alpha / beta) (Ha): -0.46073 / -0.46073
Energy (Eh): -498.4718

Each line ends with the Löwdin spin population.
Element x y z (Å)
O1 -0.92345 -0.29218 3.52819  0.60
C1 -0.38321 0.74723 3.60448  0.15
C2 -0.60585 1.87141 2.63280  0.12
C3 0.76531 2.66648 2.35105  0.01
H1 0.38250 0.86946 4.43372  0.09
H2 -1.35419 2.52104 3.15727  0.01
H3 -0.86540 1.32229 1.71039  0.00
H4 1.12445 3.22863 3.25641  0.00
H5 0.93017 3.36614 1.50650  0.00
H6 1.51026 1.75876 2.20931  0.00
H7 -0.75176 -1.81882 -3.88972  0.00
H8 -0.99532 -1.83970 -5.52022  0.00
O2 -0.83987 -2.42123 -4.72039  0.00
H9 -0.12714 -1.64927 0.79886  0.00
H10 -1.10849 -1.00490 1.79820  0.00
O3 -0.44451 -0.83751 1.07241  0.02
H11 -0.47811 -0.41368 -1.63560  0.00
H12 -1.01454 0.38490 -2.87216  0.00
O4 -0.58899 -0.49700 -2.59459  0.00
H13 1.98231 -2.05514 -3.07098  0.00
H14 1.51088 -3.20641 -4.02821  0.00
O5 2.27493 -2.70049 -3.72769  0.00

=====

[10]
Here is a structure of composition C3H15AlN6O6 from OMol25. Energies are from wB97M-V/def2-TZVPD.

Properties
LUMO level (eV): -3.00
ΔE to the lowest compared entry with this formula, charge and spin (eV): 5.811
HOMO level (Ha): -0.27248
Energy (Eh): -1145.3992

Each line ends with the Löwdin charge.
Element x y z (Å)
Al1 10.57002 7.43333 -15.49370  1.15
O1 9.48112 9.93970 -14.47343  -0.31
H1 8.54669 9.70205 -14.31567  -0.08
O2 13.31117 8.38835 -15.77525  -0.40
H2 14.09226 7.98672 -15.34733  -0.09
O3 11.26373 8.59632 -12.82598  -0.24
H3 11.84709 8.01202 -12.30367  -0.06
C1 12.11404 4.95736 -12.69207  -0.88
O4 11.44850 5.70261 -13.35763  -0.01
N1 11.57802 4.15337 -11.95282  0.18
N2 13.35330 5.12476 -12.39506  0.20
H4 10.60552 4.21181 -12.21914  0.14
H5 11.98611 3.23551 -11.84750  0.13
H6 13.88247 5.92353 -12.71450  0.13
H7 13.79644 4.44575 -11.79283  0.12
C2 6.94696 6.57795 -14.44878  -0.80
O5 8.12783 6.75717 -14.24486  -0.03
N3 6.11441 7.28783 -15.17705  0.19
N4 6.33757 5.70913 -13.73579  0.17
H8 5.18600 7.03989 -15.48800  0.12
H9 6.50536 8.09473 -15.64200  0.12
H10 6.92366 5.16457 -13.11931  0.13
H11 5.37787 5.49824 -13.96946  0.12
C3 9.04575 3.73891 -15.98910  -0.77
O6 9.42027 4.84265 -16.30284  -0.02
N5 9.83705 2.70692 -16.03333  0.16
N6 7.79964 3.33248 -15.85099  0.18
H12 9.58947 1.73581 -16.15882  0.12
H13 10.64183 3.08998 -16.50841  0.13
H14 7.13995 4.08383 -15.70827  0.10
H15 7.66406 2.37923 -15.54597  0.11